Entry from the OMol25 dataset: a 9-piece molecular cluster, C67H55ClF10N2O3S overall at a distorted geometry (the ωB97M-V functional and the def2-TZVPD basis).

Properties
Spin multiplicity: 1
E_tot: -4778.282605 Ha
Kohn-Sham gap: 8.50 eV
Charge: 0
SMILES: C[C@@H](Cl)Cc1ccc2c(c1CC(=O)F)Nc1c(cccc1C(=O)NC(=O)F)S2.Fc1ccccc1.Fc1ccccc1.Fc1ccccc1.Fc1ccccc1.Fc1ccccc1.Fc1ccccc1.Fc1ccccc1.Fc1ccccc1

Last column: Mulliken charge in e.
Positions of all 139 atoms, in Å:
C -1.92 -4.77 -3.73  -1.037
C -1.07 -5.88 -4.49  0.447
Cl -2.11 -7.36 -4.76  -0.208
C -0.50 -5.38 -5.90  0.302
C 1.06 -5.65 -5.84  0.174
C 1.61 -6.91 -6.39  -0.550
C 3.06 -7.19 -6.29  -0.773
C 3.90 -6.17 -5.64  0.566
C 3.35 -4.89 -5.13  -0.414
C 1.90 -4.61 -5.22  0.269
C 1.37 -3.27 -4.62  0.472
C 1.14 -2.14 -5.68  0.403
O 1.98 -1.32 -5.83  -0.455
F -0.04 -2.07 -6.43  -0.261
N 4.22 -3.90 -4.52  0.101
C 5.06 -4.45 -3.47  -0.577
C 5.90 -5.66 -3.71  0.659
C 6.77 -6.22 -2.68  -0.549
C 6.76 -5.53 -1.37  -0.613
C 5.94 -4.32 -1.12  -0.533
C 5.09 -3.75 -2.16  0.652
C 4.18 -2.50 -2.02  0.258
O 4.29 -1.57 -2.77  -0.442
N 3.11 -2.46 -0.99  0.029
C 3.78 -2.07 0.22  0.538
O 4.86 -1.54 0.13  -0.457
F 3.23 -2.24 1.46  -0.240
S 5.71 -6.38 -5.39  -0.267
H -2.02 -3.87 -4.40  0.278
H -1.48 -4.46 -2.74  0.063
H -2.95 -5.20 -3.56  0.440
H -0.23 -6.16 -3.80  0.282
H -0.64 -4.27 -5.95  0.109
H -0.95 -5.94 -6.74  -0.644
H 0.97 -7.67 -6.88  0.450
H 3.52 -8.14 -6.67  0.375
H 0.44 -3.43 -4.00  -0.018
H 2.12 -2.85 -3.89  -0.360
H 4.87 -3.59 -5.26  0.345
H 7.37 -7.13 -2.89  0.370
H 7.37 -5.90 -0.51  0.347
H 5.96 -3.79 -0.13  0.367
H 2.69 -3.40 -0.89  0.165
F -1.50 -5.95 -8.83  -0.356
C -2.70 -6.54 -9.00  0.161
C -2.99 -7.70 -8.31  0.015
C -4.23 -8.30 -8.48  -0.657
C -5.15 -7.75 -9.36  -0.451
C -4.84 -6.59 -10.06  -0.471
C -3.61 -5.98 -9.88  -0.301
H -2.26 -8.12 -7.63  0.439
H -4.48 -9.20 -7.94  0.371
H -6.12 -8.22 -9.50  0.376
H -5.56 -6.16 -10.75  0.381
H -3.35 -5.07 -10.41  0.462
F 3.68 1.81 6.01  -0.317
C 3.46 1.70 4.68  0.398
C 3.92 0.58 4.01  -0.738
C 3.69 0.46 2.65  0.020
C 3.02 1.47 1.97  -0.466
C 2.57 2.59 2.65  -0.440
C 2.79 2.70 4.02  -0.586
H 4.45 -0.20 4.56  0.414
H 4.04 -0.41 2.12  0.326
H 2.85 1.38 0.90  0.423
H 2.05 3.38 2.12  0.392
H 2.44 3.57 4.57  0.523
F -0.96 4.14 1.24  -0.340
C -0.94 5.14 2.13  0.186
C -0.60 4.87 3.45  -0.420
C -0.57 5.90 4.37  -0.222
C -0.89 7.20 3.98  -0.439
C -1.23 7.46 2.65  -0.441
C -1.25 6.42 1.72  -0.488
H -0.37 3.85 3.74  0.521
H -0.30 5.70 5.40  0.393
H -0.87 8.00 4.70  0.484
H -1.48 8.46 2.35  0.373
H -1.51 6.61 0.69  0.413
F 1.79 -9.51 -10.42  -0.305
C 0.97 -8.98 -11.35  0.317
C 0.90 -9.56 -12.60  -0.421
C 0.06 -9.01 -13.56  -0.350
C -0.70 -7.89 -13.26  -0.575
C -0.61 -7.31 -11.99  -0.296
C 0.23 -7.86 -11.03  -0.431
H 1.51 -10.44 -12.83  0.413
H -0.01 -9.46 -14.54  0.363
H -1.35 -7.46 -14.01  0.366
H -1.20 -6.43 -11.76  0.348
H 0.30 -7.43 -10.04  0.568
F 1.61 -5.70 -0.45  -0.265
C 0.56 -5.49 0.38  0.405
C -0.12 -4.29 0.32  -0.136
C -1.20 -4.07 1.17  -0.721
C -1.57 -5.06 2.07  -0.456
C -0.88 -6.26 2.13  -0.382
C 0.19 -6.48 1.27  -0.499
H 0.20 -3.53 -0.38  0.508
H -1.74 -3.14 1.13  0.385
H -2.41 -4.89 2.74  0.376
H -1.17 -7.03 2.83  0.381
H 0.74 -7.42 1.29  0.427
F 0.24 6.49 7.42  -0.312
C -0.64 7.26 8.08  0.501
C -1.90 7.48 7.54  -0.224
C -2.81 8.27 8.23  -0.691
C -2.45 8.85 9.44  -0.596
C -1.18 8.63 9.97  -0.753
C -0.28 7.83 9.29  -0.516
H -2.16 7.03 6.59  0.421
H -3.80 8.44 7.82  0.417
H -3.16 9.47 9.98  0.937
H -0.90 9.08 10.92  0.402
H 0.71 7.64 9.69  0.451
F -4.90 9.87 10.33  -0.329
C -6.08 9.29 10.04  0.217
C -6.40 8.08 10.63  -0.205
C -7.62 7.48 10.34  -0.416
C -8.49 8.09 9.45  -0.448
C -8.16 9.31 8.86  -0.412
C -6.94 9.91 9.16  -0.380
H -5.70 7.62 11.32  0.419
H -7.88 6.54 10.80  0.360
H -9.44 7.62 9.22  0.365
H -8.84 9.78 8.16  0.365
H -6.67 10.86 8.72  0.411
F -1.10 12.31 9.31  -0.252
C 0.22 12.51 9.11  0.096
C 0.71 13.81 9.11  -0.416
C 2.07 14.01 8.92  -0.415
C 2.92 12.93 8.71  -0.468
C 2.41 11.64 8.71  -0.428
C 1.05 11.43 8.92  0.020
H 0.04 14.64 9.27  0.407
H 2.47 15.02 8.93  0.359
H 3.98 13.09 8.56  0.362
H 3.07 10.79 8.55  0.372
H 0.64 10.43 8.92  0.357



Entry from the OMol25 dataset: C67H70Ge2MgN4S4 as an isolated structure (the ωB97M-V functional and the def2-TZVPD basis).

Properties
Spin multiplicity: 1
E_tot: -8761.238466 Ha
Kohn-Sham gap: 7.32 eV
Charge: 0

Last column: Mulliken charge in e.
Positions of all 148 atoms, in Å:
Mg -1.33 -2.00 1.65  2.561
C -4.45 -2.44 1.90  0.086
C -4.20 -1.80 3.27  -1.688
C -3.47 -0.49 3.13  0.533
C -4.16 0.69 2.95  -0.431
C -3.46 1.88 2.85  -0.674
C -2.08 1.85 2.99  -0.533
C -1.46 0.63 3.15  -1.247
N -2.13 -0.53 3.18  -0.178
N -3.27 -3.18 1.40  1.173
C -3.40 -3.43 -0.03  -0.223
C -2.06 -3.65 -0.68  0.265
C -1.98 -4.00 -2.01  -0.865
C -0.74 -4.13 -2.60  -0.955
C 0.39 -3.94 -1.82  -0.268
C 0.23 -3.61 -0.49  -1.128
N -0.97 -3.45 0.08  0.583
C -3.08 -4.45 2.10  -1.706
C -2.19 -4.36 3.31  0.796
C -2.37 -5.18 4.41  -1.193
C -1.45 -5.13 5.45  -0.436
C -0.37 -4.26 5.35  -1.039
C -0.28 -3.46 4.22  -0.267
N -1.17 -3.51 3.23  0.214
H -4.68 -1.65 1.18  -0.532
H -5.32 -3.12 1.96  0.632
H -3.62 -2.46 3.90  0.428
H -5.16 -1.61 3.76  0.637
H -5.24 0.68 2.88  0.420
H -3.98 2.82 2.68  0.434
H -1.48 2.75 2.91  0.602
H -0.39 0.56 3.24  1.259
H -3.84 -2.56 -0.51  -1.215
H -4.05 -4.29 -0.23  0.774
H -2.89 -4.16 -2.58  0.472
H -0.65 -4.38 -3.65  0.436
H 1.38 -4.01 -2.23  0.374
H 1.08 -3.45 0.16  0.990
H -2.57 -5.14 1.42  0.483
H -4.04 -4.90 2.38  0.317
H -3.22 -5.86 4.45  0.501
H -1.56 -5.77 6.31  0.424
H 0.37 -4.20 6.13  0.492
H 0.54 -2.76 4.09  0.373
C 0.47 6.16 3.11  -1.707
C 1.37 5.00 2.76  0.720
C 1.39 3.85 3.52  -0.910
C 2.22 2.78 3.20  1.413
C 2.31 1.60 4.13  -1.818
C 3.04 2.86 2.07  0.265
C 3.07 4.04 1.33  1.372
C 4.02 4.22 0.17  -1.223
C 2.23 5.09 1.68  -0.799
C 3.98 1.75 1.73  -0.971
C 5.30 1.96 2.12  -0.046
C 6.28 1.02 1.88  -1.249
C 5.92 -0.18 1.29  -0.166
C 4.60 -0.44 0.92  -0.665
C 3.61 0.55 1.10  -0.103
Ge 1.69 0.17 0.56  0.865
S 1.03 -1.33 1.99  -0.938
S 1.13 -0.42 -1.58  -0.084
Ge -0.77 0.79 -1.11  -0.701
S -2.25 -0.39 -0.09  -0.248
S 0.36 2.02 0.45  -0.004
C -1.61 1.90 -2.59  -0.257
C -2.99 1.81 -2.88  -0.661
C -3.58 2.69 -3.78  -0.081
C -2.83 3.64 -4.46  -1.200
C -1.48 3.69 -4.24  -0.537
C -0.86 2.84 -3.32  -0.116
C 0.63 3.00 -3.29  1.377
C 1.42 2.14 -4.05  0.935
C 0.86 0.95 -4.79  -1.481
C 2.78 2.42 -4.19  -0.902
C 3.35 3.55 -3.65  1.010
C 4.80 3.88 -3.88  -1.526
C 2.53 4.40 -2.91  -1.296
C 1.19 4.14 -2.70  0.690
C 0.35 5.07 -1.86  -1.658
C -3.96 0.78 -2.38  0.254
C -4.01 -0.46 -3.02  1.093
C -2.98 -0.84 -4.05  -1.603
C -5.01 -1.36 -2.66  -0.842
C -5.94 -1.06 -1.68  0.600
C -7.02 -2.04 -1.32  -1.634
C -5.87 0.18 -1.06  -0.742
C -4.90 1.11 -1.41  1.405
C -4.84 2.45 -0.72  -1.696
C 4.37 -1.80 0.34  0.871
C 4.32 -1.99 -1.04  0.929
C 4.43 -0.84 -2.01  -1.444
C 4.18 -3.28 -1.54  -0.746
C 4.07 -4.38 -0.71  0.900
C 3.85 -5.76 -1.25  -1.847
C 4.17 -4.17 0.67  -1.034
C 4.35 -2.91 1.20  1.252
C 4.55 -2.74 2.68  -1.808
H -0.16 5.92 3.96  0.363
H -0.18 6.41 2.26  0.317
H 1.05 7.05 3.35  0.413
H 0.75 3.78 4.40  0.320
H 1.59 1.69 4.95  0.411
H 3.31 1.53 4.57  0.346
H 2.13 0.65 3.62  0.245
H 4.51 3.30 -0.11  0.154
H 4.78 4.96 0.43  0.416
H 3.47 4.59 -0.68  -0.217
H 2.26 6.00 1.09  0.365
H 5.55 2.90 2.60  0.520
H 7.31 1.20 2.17  0.411
H 6.67 -0.94 1.10  0.577
H -4.65 2.61 -3.97  0.523
H -3.30 4.30 -5.17  0.424
H -0.86 4.38 -4.80  0.564
H -0.21 0.85 -4.65  -0.005
H 1.34 0.03 -4.45  0.192
H 1.05 1.05 -5.86  0.533
H 3.39 1.74 -4.77  0.314
H 5.27 3.13 -4.52  0.375
H 5.35 3.91 -2.93  0.279
H 4.90 4.86 -4.35  0.347
H 2.95 5.32 -2.50  0.574
H 0.96 5.89 -1.48  0.428
H -0.08 4.53 -1.02  0.161
H -0.47 5.49 -2.44  0.381
H -2.76 -0.02 -4.72  0.403
H -3.31 -1.70 -4.63  0.540
H -2.04 -1.11 -3.55  0.047
H -5.06 -2.32 -3.17  0.366
H -6.73 -3.06 -1.60  0.354
H -7.95 -1.80 -1.84  0.407
H -7.23 -2.02 -0.25  0.336
H -6.59 0.43 -0.28  0.365
H -5.57 2.50 0.09  0.419
H -5.02 3.26 -1.41  0.396
H -3.84 2.60 -0.29  0.075
H 4.59 0.11 -1.50  0.232
H 3.52 -0.75 -2.61  -0.007
H 5.27 -1.01 -2.70  0.547
H 4.16 -3.42 -2.62  0.390
H 3.82 -5.76 -2.34  0.324
H 2.91 -6.17 -0.87  0.331
H 4.65 -6.44 -0.93  0.457
H 4.11 -5.02 1.34  0.362
H 4.39 -3.68 3.20  0.456
H 3.86 -1.99 3.08  0.248
H 5.57 -2.40 2.90  0.328



For the records above, the corresponding highest occupied orbital energy values read -8.6 -7.2 eV.